Version a
The following is a quantum chemistry calculation of C4H6OS in the gas phase, from the OMol25 dataset.

Calculated values
Total charge: 0
LUMO level in eV: 0.26
Frontier orbital gap in eV: 8.90

Geometry (Å):
C1 -0.39 -0.25 -0.27
C2 -1.55 -0.50 -0.04
C3 2.74 1.24 0.14
C4 -2.97 -0.77 0.00
O1 2.05 -1.36 -0.92
S1 1.49 -0.44 0.08
H1 3.17 1.15 1.17
H2 1.95 2.05 0.12
H3 3.59 1.36 -0.66
H4 -3.57 0.20 -0.10
H5 -3.11 -1.17 1.11
H6 -3.41 -1.52 -0.63


Version b
The following is a quantum chemistry calculation of C4H6OS in the gas phase, from the OMol25 dataset.

Calculated values
Total charge: 0
LUMO level in eV: 0.36
Frontier orbital gap in eV: 9.27
Structure (SMILES): C/C=C/OC=S

Geometry (Å):
C1 2.79 1.96 1.01
C2 1.58 1.43 0.26
C3 0.81 0.43 0.62
O1 -0.32 0.18 -0.14
C4 -0.96 -0.95 0.02
S1 -2.08 -1.58 -0.99
H1 2.50 2.91 1.60
H2 3.12 1.27 1.74
H3 3.59 2.20 0.35
H4 1.30 1.85 -0.67
H5 0.82 -0.23 1.50
H6 -0.67 -1.44 0.99


Tell me which of them is the most stable. Sure, it is version b.


Version a
The following is a quantum chemistry calculation of 2 unconnected molecules or ions with the total composition C4H6OS, from the OMol25 dataset.

Calculated values
Total charge: 0
LUMO level (spin up / spin down) in eV: -0.49 / -1.13
Frontier orbital gap (spin up / spin down) in eV: 8.74 / 5.97

Geometry (Å):
C1 -0.62 0.20 -0.45
C2 -0.05 -0.13 0.77
C3 -1.30 -0.38 -1.61
C4 0.00 -0.93 1.75
O1 2.83 1.51 0.19
S1 0.13 1.59 0.11
H1 -0.39 -0.43 -2.28
H2 -1.96 0.43 -2.12
H3 -1.86 -1.31 -1.47
H4 0.60 -0.79 2.66
H5 3.12 2.20 0.85
H6 -0.50 -1.95 1.61


Version b
The following is a quantum chemistry calculation of C4H6OS in the gas phase, from the OMol25 dataset.

Calculated values
Total charge: 0
LUMO level in eV: 0.56
Frontier orbital gap in eV: 9.22
Structure (SMILES): C1O[C@H]2C[C@@H]2S1

Geometry (Å):
C1 1.14 -0.33 1.13
O1 1.28 -0.98 -0.29
C2 0.32 -0.34 -1.02
C3 -1.15 -0.33 -1.72
C4 -0.84 -0.18 -0.21
S1 -0.43 1.06 0.95
H1 1.03 -1.17 1.80
H2 2.15 0.33 1.35
H3 0.49 0.66 -1.22
H4 -1.55 -1.27 -1.91
H5 -1.20 0.44 -2.48
H6 -1.08 -0.93 0.50


Version c
The following is a quantum chemistry calculation of C4H6OS in the gas phase, from the OMol25 dataset.

Calculated values
Total charge: 0
LUMO level (spin up / spin down) in eV: -0.38 / -0.38
Frontier orbital gap (spin up / spin down) in eV: 8.49 / 8.49
Structure (SMILES): C=COCC=S

Geometry (Å):
C1 -2.45 0.37 -0.14
C2 -1.27 -0.25 0.03
O1 -0.17 0.57 0.30
C3 1.01 -0.11 0.53
C4 2.09 0.21 -0.43
S1 3.65 -0.14 -0.09
H1 -3.28 -0.10 -0.50
H2 -2.64 1.34 0.10
H3 -1.19 -1.27 -0.15
H4 1.00 -1.18 0.36
H5 1.25 0.06 1.53
H6 1.99 0.50 -1.53


Tell me which of them is the most stable. Sure, it is version c.


Version a
The following is a quantum chemistry calculation of a molecular structure, C16H60N8O14, from the OMol25 dataset.

Calculated values
Total charge: 0
LUMO level in eV: -0.15
Frontier orbital gap in eV: 7.80

Geometry (Å):
C1 16.98 0.16 13.51
C2 18.28 0.47 12.77
O1 18.09 1.37 11.70
H1 16.53 1.08 13.84
H2 17.21 -0.40 14.46
H3 16.35 -0.43 12.80
H4 18.74 -0.49 12.45
H5 19.12 0.93 13.34
H6 19.02 1.62 11.41
C3 17.18 -6.13 11.56
C4 16.12 -7.03 12.20
O2 15.34 -6.29 13.10
H7 16.67 -5.35 10.97
H8 17.83 -6.71 10.95
H9 17.88 -5.66 12.22
H10 16.68 -7.83 12.77
H11 15.49 -7.47 11.48
H12 15.42 -6.73 13.98
C5 14.52 -0.93 11.04
O3 13.96 -0.05 11.86
N1 14.37 -2.22 11.09
N2 14.91 -0.50 9.87
H13 13.83 -2.67 11.90
H14 15.15 -2.77 10.73
H15 15.05 0.47 10.12
H16 15.74 -1.01 9.60
C6 14.13 1.55 6.80
O4 13.75 1.84 5.50
N3 14.74 0.47 7.00
N4 13.31 1.42 7.80
H17 15.54 0.63 7.68
H18 15.21 0.30 6.05
H19 13.70 1.96 8.67
H20 12.49 2.01 7.65
C7 13.58 -2.66 6.44
O5 13.88 -2.91 5.15
N5 14.41 -2.40 7.41
N6 12.41 -2.23 6.91
H21 15.42 -2.39 6.97
H22 14.48 -3.09 8.18
H23 11.60 -2.09 6.25
H24 12.21 -2.38 7.91
C8 13.58 -5.03 9.84
O6 14.62 -4.55 9.06
N7 13.70 -5.38 11.06
N8 12.36 -4.63 9.59
H25 14.63 -5.47 11.54
H26 13.12 -6.21 11.28
H27 12.31 -4.79 8.55
H28 11.57 -4.96 10.13
C9 16.72 -3.06 13.33
O7 15.78 -2.64 14.30
H29 16.43 -3.11 12.29
H30 17.01 -4.07 13.61
H31 17.65 -2.44 13.42
H32 14.96 -3.21 14.22
C10 21.05 -0.48 8.57
O8 21.22 -0.31 7.18
H33 20.62 0.39 9.09
H34 22.01 -0.78 9.09
H35 20.37 -1.32 8.76
H36 21.97 0.24 7.11
C11 20.48 -3.33 6.61
O9 21.37 -3.49 7.69
H37 19.46 -3.27 6.98
H38 20.60 -4.02 5.89
H39 20.61 -2.39 6.12
H40 21.06 -2.92 8.42
C12 17.90 1.16 7.24
O10 16.99 1.36 8.33
H41 18.83 0.64 7.56
H42 18.13 2.10 6.72
H43 17.35 0.48 6.59
H44 16.92 2.30 8.53
C13 19.50 -3.30 11.51
O11 20.26 -3.05 10.35
H45 19.85 -2.60 12.30
H46 19.58 -4.36 11.91
H47 18.45 -3.17 11.34
H48 21.22 -3.22 10.49
C14 19.10 -5.88 8.56
O12 17.88 -5.24 8.56
H49 19.01 -6.92 8.72
H50 19.55 -5.49 9.42
H51 19.66 -5.70 7.65
H52 17.26 -5.72 8.09
C15 16.68 -3.99 5.81
O13 16.95 -2.60 5.98
H53 16.08 -4.25 4.92
H54 16.08 -4.23 6.63
H55 17.62 -4.54 5.81
H56 17.27 -2.26 5.17
C16 17.64 -1.72 9.09
O14 16.77 -2.74 9.53
H57 18.02 -1.09 9.87
H58 17.18 -1.12 8.35
H59 18.51 -2.14 8.55
H60 17.15 -3.53 9.22


Version b
The following is a quantum chemistry calculation of 14 unconnected molecules or ions with the total composition C16H60N8O14, from the OMol25 dataset.

Calculated values
Total charge: 0
LUMO level in eV: 0.00
Frontier orbital gap in eV: 8.89

Geometry (Å):
C1 -0.49 -0.14 0.43
C2 -1.03 0.50 -0.83
O1 -0.32 -0.06 -1.92
H1 -0.49 -1.26 0.42
H2 -1.03 0.23 1.35
H3 0.51 0.27 0.58
H4 -0.73 1.55 -0.72
H5 -2.07 0.36 -0.95
H6 -0.53 0.39 -2.77
C3 -0.03 2.32 3.53
C4 0.04 3.00 2.16
O2 0.88 4.12 2.40
H7 -0.58 1.44 3.46
H8 -0.55 2.91 4.26
H9 0.92 2.08 3.95
H10 -1.00 3.28 1.84
H11 0.50 2.46 1.32
H12 0.62 4.74 1.71
C5 0.86 0.74 -4.90
O3 -0.35 1.17 -4.35
N1 1.92 0.51 -4.07
N2 1.13 0.68 -6.21
H13 1.74 0.61 -3.04
H14 2.87 0.20 -4.39
H15 0.35 0.75 -6.82
H16 2.17 0.60 -6.48
C6 1.55 -3.01 -2.25
O4 1.96 -4.31 -2.08
N3 2.07 -2.25 -3.13
N4 0.59 -2.53 -1.55
H17 2.76 -2.61 -3.78
H18 1.70 -1.35 -3.39
H19 0.17 -3.19 -0.92
H20 0.31 -1.58 -1.49
C7 0.88 -3.61 1.53
O5 1.54 -2.37 1.65
N5 0.22 -4.02 2.52
N6 0.90 -4.46 0.54
H21 0.12 -3.37 3.31
H22 -0.49 -4.73 2.41
H23 1.55 -4.44 -0.30
H24 0.28 -5.31 0.57
C8 3.44 0.17 2.94
O6 2.51 0.92 2.29
N7 4.09 0.65 3.91
N8 3.60 -1.11 2.78
H25 4.03 1.67 4.11
H26 4.76 0.16 4.50
H27 3.03 -1.60 2.07
H28 3.80 -1.77 3.54
C9 -1.02 -2.02 -4.74
O7 -1.50 -2.39 -3.44
H29 -1.34 -0.96 -4.92
H30 -1.36 -2.75 -5.57
H31 0.11 -2.06 -4.81
H32 -0.72 -2.46 -2.86
C10 -3.78 -0.48 2.94
O8 -3.04 0.42 3.69
H33 -3.11 -1.11 2.46
H34 -4.43 0.07 2.29
H35 -4.30 -1.06 3.69
H36 -3.63 1.16 3.88
C11 2.94 0.04 -0.75
O9 3.98 -0.14 -1.75
H37 3.11 0.91 -0.15
H38 2.78 -0.88 -0.18
H39 1.98 0.19 -1.29
H40 4.76 -0.55 -1.42
C12 -2.14 3.81 -2.30
O10 -1.66 3.94 -1.00
H41 -2.47 4.75 -2.67
H42 -2.95 3.11 -2.39
H43 -1.40 3.46 -3.00
H44 -0.66 3.79 -1.09
C13 -2.78 -2.79 -0.25
O11 -3.51 -3.33 0.93
H45 -2.79 -1.76 -0.08
H46 -3.20 -2.91 -1.21
H47 -1.77 -3.17 -0.37
H48 -3.77 -4.28 0.76
C14 1.60 3.19 -2.21
O12 0.99 3.75 -1.09
H49 2.45 3.94 -2.53
H50 0.89 3.08 -3.00
H51 2.10 2.26 -1.98
H52 1.74 3.87 -0.53
C15 -0.23 -1.21 4.10
O13 0.26 -2.24 4.87
H53 -1.07 -1.62 3.50
H54 0.54 -0.75 3.46
H55 -0.69 -0.49 4.75
H56 0.97 -1.81 5.28
C16 -3.74 2.85 1.54
O14 -4.15 3.18 2.88
H57 -3.25 1.95 1.42
H58 -3.29 3.74 1.26
H59 -4.62 2.75 0.83
H60 -3.48 3.65 3.34


Tell me which of them is the most stable. Sure, it is version b.